[1]
This record from the Open Molecules 2025 dataset describes an isolated ion of composition C6H11O2 and charge -1 in a non-equilibrium geometry. The level of theory is ωB97M-V/def2-TZVPD.

Geometry as XYZ:
```
19
Properties=species:S:1:pos:R:3:forces:R:3:nbo_charge:R:1
H -1.3317 0.3336 -0.8098 -0.2 0.1 -0.3 0.210
H -0.3745 1.6961 2.3896 0.2 0.3 0.1 0.188
C -0.8625 1.2575 1.5233 0.0 -0.6 0.4 -0.596
C -0.5935 -0.3502 -0.4036 0.3 0.0 0.2 -0.377
H -1.1550 -1.2060 -0.0033 0.0 0.1 0.1 0.175
C 0.3752 -0.8313 -1.5040 -0.2 -0.6 0.4 -0.510
O -0.5887 -0.5819 -3.6767 0.0 -0.1 0.1 -0.784
O 0.7127 1.0681 -2.8419 -0.2 -0.2 0.0 -0.806
H 0.7482 1.1305 0.2192 0.5 -0.2 0.0 0.214
H -1.2749 2.0425 0.9028 -0.2 0.2 -0.1 0.210
H 1.6149 -1.1023 1.0481 -0.3 -0.3 0.0 0.211
H 0.1476 -1.2352 2.0715 0.1 -0.2 0.3 0.192
C 0.8747 -0.5526 1.6406 0.7 0.3 -0.8 -0.609
C 0.1155 0.3993 0.7261 -0.4 0.5 0.0 -0.224
C 0.1472 -0.0592 -2.8113 0.3 0.5 -0.2 0.756
H 0.2097 -1.9038 -1.6308 0.1 0.0 -0.3 0.188
H 1.4842 -0.0488 2.3978 -0.4 0.1 0.2 0.192
H 1.4149 -0.7017 -1.1785 -0.1 0.1 0.0 0.188
H -1.6640 0.6452 1.9409 -0.3 0.0 -0.1 0.184
```
Positions in Å, forces in eV/Å.

The value obtained for the max |F| is 1.1 eV Å⁻¹. As for the total charge: -1. As for the total energy: -385.7577 a.u. Its SMILES is CC(C)CCC(=O)[O-]. The calculation puts the HOMO energy at -0.14185 Eh. The calculation puts the orbital gap at 7.5 eV.


[2]
This record from the Open Molecules 2025 dataset describes C5H12N2P2S2 as an isolated structure in a non-equilibrium geometry. The level of theory is ωB97M-V/def2-TZVPD.

Geometry as XYZ:
```
23
Properties=species:S:1:pos:R:3:forces:R:3:nbo_charge:R:1
P 0.2671 1.7551 -0.1460 0.8 -0.5 0.7 0.705
H 1.0257 -2.0173 -2.3141 -0.2 -1.3 0.2 0.196
H -0.1130 2.4116 2.1252 1.2 0.0 0.1 0.236
C -1.2570 -0.4896 0.3276 -0.9 -1.3 0.7 0.308
H 1.0093 -2.8325 -0.3967 -0.7 0.3 0.3 0.211
H 1.3121 -0.6492 -3.3294 -0.7 1.5 -1.0 0.204
P 1.3000 -0.2254 -0.2197 0.3 0.1 -2.5 0.956
S -2.6498 -1.3481 0.6732 0.2 0.5 -0.2 -0.216
H -0.8170 -3.1472 0.0841 2.5 1.5 0.5 0.255
S 2.8960 -0.3556 0.8707 -0.1 -0.3 -0.4 -0.522
C -2.3873 1.6377 -0.0027 -2.5 2.8 -0.5 -0.419
H -2.8369 1.8217 0.9982 0.1 0.0 -0.6 0.210
H 1.3031 3.3405 1.4736 0.2 0.6 -0.1 0.232
C 1.5804 -1.1376 -2.4502 1.0 1.6 3.8 -0.673
H -3.2923 1.3069 -0.6814 2.3 0.0 1.1 0.239
C 0.2080 -2.5454 0.3206 -2.3 -2.2 -0.8 -0.432
N -1.2215 0.8533 0.1444 1.6 -0.3 -0.7 -0.718
H -1.9934 2.6697 -0.4005 -1.1 -1.8 0.7 0.204
C 0.8847 2.3665 1.6115 -1.9 -1.5 -1.2 -0.894
H 1.6105 1.6639 2.0389 -0.4 0.2 0.1 0.259
H 0.5764 -2.8405 1.2930 -0.1 0.0 0.4 0.220
N -0.0516 -1.1298 0.2553 0.9 0.8 -0.3 -0.776
H 2.6465 -1.1088 -2.2755 0.1 -0.7 -0.2 0.215
```
Positions in Å, forces in eV/Å.

The value obtained for the max |F| is 4.2 eV Å⁻¹. As for the total charge: 0. As for the total energy: -1786.2656 a.u. The calculation puts the HOMO energy at -0.31077 Eh. The calculation puts the orbital gap at 8.3 eV.


> Look up the orbital gap of the first one.

7.5 eV


> The highest orbital gap belongs to which entry?

C5H12N2P2S2


> Which value of total charge does entry 2 give?

0